Entry from the Open Molecules 2025 dataset: a structure of composition C20H26ClNO2RhSiTe4 (ωB97M-V/def2-TZVPD).

Geometry as XYZ:
```
56
Properties=species:S:1:pos:R:3
C -1.510 -2.344 2.733
H 1.993 2.962 -1.239
Si -0.752 -0.442 0.677
C -1.903 -2.716 4.012
Te -5.402 1.039 -5.535
H 1.699 -4.705 -0.264
C 3.276 2.304 0.390
O -0.368 0.570 -3.144
H 0.659 -5.061 -2.484
C 3.359 0.735 -1.567
H 3.885 -0.100 -2.035
H -0.712 2.991 0.921
H 4.148 0.315 0.376
C -2.001 -1.762 5.014
C 0.614 -2.892 0.111
H 3.151 2.094 1.455
C -1.713 -0.435 4.726
H 1.670 0.092 1.295
Rh -0.835 1.796 -1.435
C 0.383 -4.201 -1.887
H 3.816 3.252 0.329
C -0.551 -3.294 -2.362
H -2.557 1.225 0.525
C 0.968 -4.000 -0.642
H -1.439 -3.105 1.963
N 1.145 1.245 -0.432
H 1.995 -0.661 -0.706
Te -5.681 3.418 -3.646
O 0.059 1.801 -3.410
Te -2.983 0.551 -4.640
C 0.806 0.623 0.874
C -1.079 3.288 -0.062
C -0.902 -2.188 -1.597
C -1.970 0.629 -0.178
H -2.308 -2.050 6.012
H -2.134 -3.753 4.224
Cl -2.754 3.912 0.302
H -2.685 0.046 -0.767
H 3.351 1.540 -2.307
H -1.003 -3.437 -3.335
H -0.543 4.181 -0.392
Te -3.135 2.416 -2.637
H 0.560 1.420 1.582
H 1.308 3.177 0.352
H -1.129 0.975 3.242
C -1.208 -1.019 2.420
H 1.082 -2.745 1.081
H 5.090 1.492 -0.508
C -1.325 -0.074 3.444
C 1.905 2.501 -0.253
C -0.326 -1.963 -0.348
C 4.067 1.176 -0.295
C 1.940 0.274 -1.266
H -1.799 0.319 5.499
H 1.396 0.067 -2.183
H -1.613 -1.477 -2.002
```

Calculated values
- charge = -1
- calculated total energy (eV) = -79326.468
- ⟨S²⟩ = 6.054
- gap between HOMO and LUMO (alpha / beta) (eV) = 5.83 / 5.25
- energy above the lowest of the compared OMol25 structures with the same formula, charge and spin (eV) = 0.330
- 2S+1 = 5